DFT (ωB97M-V/def2-TZVPD) results for a molecular structure, Cd3F3 at a distorted geometry.

```
6
Properties=species:S:1:pos:R:3
Cd 1.58960 -0.33388 0.93345
Cd -1.15339 1.31393 -1.02578
Cd -0.19171 -1.46017 -0.36805
F 0.70012 0.93676 1.47602
F -0.58854 -0.79510 1.36950
F -0.35608 0.33845 -2.38514
```

As for the net charge: +3. As for the LUMO energy: -18.5 eV. The calculation puts the energy above the lowest of the compared OMol25 structures with the same formula, charge and spin at 1.554 eV.

=====

DFT (ωB97M-V/def2-TZVPD) results for a molecular structure, C5H12O3V at a distorted geometry.

```
21
Properties=species:S:1:pos:R:3
C 3.25139 0.18951 -0.26602
O 2.67190 -0.08922 0.99212
H 2.56578 -0.07186 -1.08711
H 3.51643 1.25602 -0.35368
H 4.15583 -0.41999 -0.35304
H 1.46199 0.24295 2.34236
C 1.53343 0.71537 1.31457
O 0.40931 0.42579 0.52300
C -0.20214 -0.85961 0.63669
C -1.66410 -0.69699 0.31561
O -1.75937 0.00799 -0.91133
C -3.08012 0.10935 -1.41804
H 1.76132 1.79245 1.23673
H -0.08714 -1.25422 1.65394
H 0.28222 -1.54988 -0.06681
H -2.17795 -0.12902 1.10855
H -2.13510 -1.68748 0.22182
H -3.06148 0.83594 -2.23893
H -3.41369 -0.86885 -1.79349
H -3.76917 0.46044 -0.63531
V -0.25934 1.59131 -1.22164
```

As for the expectation value of S²: 4.0992. As for the LUMO energy (alpha / beta): 0.6 / 0.6 eV. The calculation puts the energy above the lowest of the compared OMol25 structures with the same formula, charge and spin at 2.082 eV. As for the spin multiplicity: 4.

=====

DFT (ωB97M-V/def2-TZVPD) results for 2 unconnected molecules or ions with the total composition C8H14N2 at a distorted geometry.

```
24
Properties=species:S:1:pos:R:3
C -0.32001 1.97776 0.75244
C -0.03849 -1.11548 0.24264
C -0.01089 -2.65433 0.35304
C -2.41287 -1.57515 -0.69845
C 1.14499 1.52923 -1.13450
C 2.24607 1.99763 1.16895
C -1.32879 -0.48601 -0.33208
C 1.00410 1.60360 0.39422
N -1.35395 2.46491 0.90699
N 0.93599 -0.53172 0.77921
H -0.91215 -2.88188 0.98716
H -0.30581 -2.99003 -0.68703
H 0.99087 -2.97862 0.61175
H -2.01588 -2.13058 -1.52765
H -3.37784 -1.20661 -0.94465
H -2.56984 -2.28507 0.08188
H 0.18421 1.82227 -1.54163
H 1.88747 2.27582 -1.36016
H 1.60044 0.52271 -1.40851
H 1.83373 2.69453 1.99918
H 3.02287 2.51105 0.55524
H 2.77459 1.02902 1.62181
H -1.31727 0.00391 -1.29961
H -1.66153 0.40304 0.47975
```

As for the LUMO energy (alpha / beta): -0.1 / 0.0 eV. The calculation puts the energy above the lowest of the compared OMol25 structures with the same formula, charge and spin at 4.585 eV.

=====

DFT (ωB97M-V/def2-TZVPD) results for a molecular structure, CHF3LaO at a distorted geometry.

```
7
Properties=species:S:1:pos:R:3
O -1.76141 0.76041 -1.31575
La -3.64602 1.81987 -1.94078
H 0.12621 -0.10161 -0.04317
C 1.03687 -0.49686 0.61530
F 1.61270 -1.58235 0.08872
F 1.99270 0.42702 0.74700
F 0.63895 -0.82648 1.84868
```

As for the expectation value of S²: 0.7605. As for the net charge: +2. As for the LUMO energy (alpha / beta): -12.3 / -13.3 eV. The calculation puts the energy above the lowest of the compared OMol25 structures with the same formula, charge and spin at 1.648 eV. As for the spin multiplicity: 2.

=====

DFT (ωB97M-V/def2-TZVPD) results for a molecular structure, C10H10F30Li2N5O25S10 at a distorted geometry.

```
92
Properties=species:S:1:pos:R:3
Li 8.42375 -0.49956 0.60879
Li 6.40076 3.50053 1.38481
C -11.67345 2.44123 -3.44113
F -12.60376 1.51112 -3.22649
F -12.43983 3.40268 -3.95011
F -11.02720 2.73461 -2.36906
S -10.44140 1.72825 -4.85844
O -11.19761 1.45341 -6.07233
O -9.43617 2.74964 -5.01960
N -9.93361 0.17578 -4.22755
S -8.44413 0.44191 -3.63379
O -7.44328 0.74871 -4.65818
O -8.45730 1.28694 -2.40929
C -8.01738 -1.29712 -2.88951
F -7.72812 -2.13970 -3.83620
F -6.90584 -1.14322 -2.07163
F -9.06261 -1.80237 -2.10330
C 8.20773 1.07838 -3.78840
F 8.27572 1.08858 -5.12466
F 7.01753 0.57910 -3.43342
F 9.12856 0.18172 -3.32840
S 8.32783 2.84922 -2.98222
O 8.72822 3.79549 -3.98050
O 7.03321 3.13340 -2.31388
N 9.29245 2.49921 -1.51769
S 10.62016 3.23311 -1.90837
O 11.26958 2.62030 -3.08153
O 10.51858 4.71099 -1.93025
C 11.66704 2.92974 -0.35956
F 12.92647 3.19047 -0.58910
F 11.29583 3.78283 0.57361
F 11.41848 1.69076 0.16167
C -6.36748 -4.29515 6.01369
F -6.43641 -3.05666 5.66650
F -6.06047 -5.06381 4.96315
F -5.48978 -4.51262 7.05464
S -8.15704 -4.74297 6.57211
O -8.99950 -3.68294 5.98563
O -8.58551 -6.07237 6.22248
N -8.22544 -4.78898 8.32995
S -8.06205 -3.30142 8.87090
O -7.61858 -3.48147 10.26568
O -7.33329 -2.26396 8.07716
C -9.99533 -2.60668 8.94527
F -10.67450 -3.49894 9.62662
F -10.00551 -1.46863 9.62623
F -10.41716 -2.44364 7.67997
C 2.46903 -1.00875 3.04432
F 1.98585 -0.17992 4.00608
F 1.57751 -2.04185 2.93950
F 2.51245 -0.32820 1.86214
S 4.34877 -1.68908 3.24677
O 4.30841 -2.64743 4.32384
O 4.57707 -2.24370 1.87698
N 5.33939 -0.18851 3.51312
S 5.21890 0.03765 5.04622
O 5.51306 1.44005 5.33564
O 4.02877 -0.45012 5.77711
C 6.77803 -0.97694 5.77872
F 6.57642 -2.28485 5.65938
F 7.89918 -0.65948 5.04600
F 6.99415 -0.59874 7.06506
C -0.95575 -1.46471 -7.65960
F -0.22174 -0.34385 -7.89627
F -0.13713 -2.49096 -7.69796
F -1.61820 -1.42422 -6.49937
S -2.25831 -1.77783 -9.10590
O -1.70219 -2.61334 -10.11827
O -3.49355 -2.37278 -8.51272
N -2.47038 -0.02247 -9.47736
S -2.75523 -0.07889 -11.02060
O -1.56348 0.02768 -11.84610
O -3.64891 -1.13173 -11.44916
C -3.73827 1.57350 -11.26470
F -2.96769 2.59535 -10.99251
F -4.09093 1.78583 -12.49157
F -4.79188 1.69364 -10.44395
O 13.18687 0.59518 10.93714
H 12.82870 1.45911 10.73326
H 12.63517 0.26825 11.64776
O -0.48111 3.30851 -3.48313
H -0.91952 3.49894 -2.65381
H 0.36073 2.93082 -3.22837
O -3.67194 3.90150 4.85967
H -4.50669 3.46326 4.69423
H -3.03694 3.18889 4.93187
O 7.89956 -6.91609 2.73925
H 7.28571 -6.72560 3.44857
H 7.54913 -7.70398 2.32373
O 7.75481 6.77890 2.32513
H 7.52277 7.25092 3.12487
H 8.56745 7.19031 2.03086
```

As for the net charge: -3. As for the LUMO energy: -1.0 eV.

=====

DFT (ωB97M-V/def2-TZVPD) results for a single C3H3ClO2S molecule at a distorted geometry.

```
10
Properties=species:S:1:pos:R:3
O 1.78840 2.50685 1.00211
S 1.28673 1.66861 -0.07124
O 0.82503 2.43015 -1.25461
C -0.36418 0.38666 0.19777
C -0.78804 -0.74538 -0.66167
C -0.19609 -0.98034 0.68610
Cl -1.15186 -1.78996 1.92314
H -1.88935 -0.74315 -0.92318
H -0.22334 -1.19108 -1.49631
H 0.71271 -1.54236 0.59789
```

The SMILES is O=S(=O)=C1C[C@@H]1Cl. As for the LUMO energy (alpha / beta): -2.5 / -2.7 eV. The calculation puts the energy above the lowest of the compared OMol25 structures with the same formula, charge and spin at 4.725 eV.

=====

Number 1: molar mass 394.2 g mol⁻¹. Number 2: molar mass 171.1 g mol⁻¹. Number 3: molar mass 138.2 g mol⁻¹. Number 4: molar mass 224.9 g mol⁻¹. Number 5: molar mass 1504.7 g mol⁻¹. Number 6: molar mass 138.6 g mol⁻¹.